ORCA calculation (ωB97M-V/def2-TZVPD) on a 2-piece molecular cluster, ClHNP overall.

Structure (XYZ):
```
4
Properties=species:S:1:pos:R:3
N 1.98 0.31 1.44
P 2.00 0.24 -0.03
Cl -2.18 -0.92 -0.54
H -1.80 0.37 -0.87
```

SMILES = N#P.Cl
HOMO level = -11.67 eV
Energy above the lowest of the compared OMol25 structures with the same formula, charge and spin = 85.44 kJ/mol

Löwdin charges, unit e, in atom order: atom 1 (N): -0.55, atom 2 (P): 0.57, atom 3 (Cl): 0.15, atom 4 (H): -0.17

***

ORCA calculation (ωB97M-V/def2-TZVPD) on the molecule C9H12O3S.

Structure (XYZ):
```
25
Properties=species:S:1:pos:R:3
C -3.17 -0.58 -1.80
S -1.36 -0.77 -1.79
O -1.01 -1.85 -2.66
O -0.78 0.52 -2.07
C -0.98 -1.27 -0.08
C -0.81 -0.05 0.84
O -1.66 0.99 0.45
C 0.66 0.34 0.91
C 1.20 1.38 0.17
C 2.55 1.66 0.25
C 3.38 0.92 1.07
C 2.85 -0.12 1.81
C 1.50 -0.41 1.73
H -3.45 0.06 -0.97
H -3.44 -0.12 -2.75
H -3.60 -1.57 -1.72
H -0.08 -1.88 -0.13
H -1.82 -1.89 0.22
H -1.14 -0.32 1.85
H -1.36 1.30 -0.42
H 0.57 1.97 -0.49
H 2.96 2.47 -0.34
H 4.43 1.14 1.13
H 3.48 -0.71 2.46
H 1.08 -1.22 2.32
```

SMILES = CS(=O)(=O)C[C@H](O)c1ccccc1
HOMO level = -9.34 eV
Energy above the lowest of the compared OMol25 structures with the same formula, charge and spin = 0.00 kJ/mol

Löwdin population analysis, charges in e, atoms 1 to 6: atom 1 (C): -0.12, atom 2 (S): 0.66, atom 3 (O): -0.32, atom 4 (O): -0.32, atom 5 (C): -0.14, atom 6 (C): -0.36

***

ORCA calculation (ωB97M-V/def2-TZVPD) on the molecule C4H5NO.

Structure (XYZ):
```
11
Properties=species:S:1:pos:R:3
O -0.81 1.25 -0.68
C -0.68 0.28 0.32
C -0.45 -1.16 -0.29
C 0.47 0.27 1.23
C 1.63 0.85 0.70
N 2.65 1.30 0.33
H 0.06 1.42 -1.08
H -1.63 0.26 0.86
H -1.37 -1.41 -0.83
H 0.38 -1.12 -1.01
H -0.25 -1.93 0.45
```

HOMO level = -9.70 eV
Energy above the lowest of the compared OMol25 structures with the same formula, charge and spin = 384.32 kJ/mol

Löwdin population analysis, charges in e, atoms 1 to 6: atom 1 (O): -0.02, atom 2 (C): -0.49, atom 3 (C): -0.03, atom 4 (C): 0.11, atom 5 (C): -0.26, atom 6 (N): 0.18

***

ORCA calculation (ωB97M-V/def2-TZVPD) on a 2-piece molecular cluster, C6H10OSSi overall.

Structure (XYZ):
```
19
Properties=species:S:1:pos:R:3
C -0.95 2.25 0.97
C 1.33 -0.58 -2.60
C 1.98 -0.21 2.07
C -1.42 1.11 0.54
C 0.78 0.24 -1.70
C 1.06 -1.06 1.69
O -3.20 -1.50 -0.34
Si -0.42 -0.20 -0.36
S -1.88 -1.45 -1.42
H -1.59 2.85 1.59
H -0.05 2.64 0.84
H 2.08 -0.31 -3.32
H 1.34 -1.67 -2.59
H 2.60 -0.64 2.80
H 2.19 0.77 1.75
H -2.41 0.81 0.65
H 1.07 1.28 -1.86
H 1.07 -2.09 2.11
H -3.59 -2.24 -0.80
```

HOMO level = -8.14 eV
Energy above the lowest of the compared OMol25 structures with the same formula, charge and spin = 500.10 kJ/mol

Löwdin population analysis, charges in e, atoms 1 to 6: atom 1 (C): -0.04, atom 2 (C): -0.07, atom 3 (C): -0.16, atom 4 (C): -0.27, atom 5 (C): -0.31, atom 6 (C): -0.12

***

Q: Look up the HOMO level of the fourth one.
A: -8.14 eV

***

Q: Which value of energy above the lowest of the compared OMol25 structures with the same formula, charge and spin does entry 2 give?
A: 0.00 kJ/mol